A cluster of 4 separate species, C23H27F24I2NO6 in total, computed with wB97M-V/def2-TZVPD.

Each atom is followed by the atoms it is bonded to, with distances in Å.
Positions of all 83 atoms, in Å:
1 C 4.64 7.95 -0.85  O2 1.415, H15 1.085, H16 1.083, H17 1.083
2 O 4.19 7.54 -2.12  C1 1.415, C3 1.403
3 C 4.02 6.16 -2.29  O2 1.403, C4 1.532, H18 1.083, H19 1.088
4 C 2.56 5.74 -2.15  C3 1.532, C5 1.515, H20 1.078, H21 1.081
5 C 2.47 4.30 -1.68  C4 1.515, N6 1.474, H22 1.082, H23 1.078
6 N 1.11 3.74 -1.64  C5 1.474, C7 1.395, H24 1.012
7 C 0.21 4.55 -0.96  N6 1.395, O8 1.241, O9 1.378
8 O 0.45 5.02 0.17  C7 1.241
9 O -0.94 4.82 -1.66  C7 1.378, C10 1.421
10 C -2.18 4.26 -1.26  O9 1.421, I11 2.153, C12 1.519, H25 1.077
11 I -2.09 2.54 0.03  C10 2.153
12 C -3.13 5.32 -0.74  C10 1.519, C13 1.527, I14 2.143, H26 1.075
13 C -3.14 6.47 -1.74  C12 1.527, H27 1.081, H28 1.074, H29 1.081
14 I -2.63 6.06 1.21  C12 2.143
15 H 3.89 8.57 -0.36  C1 1.085
16 H 4.86 7.12 -0.19  C1 1.083
17 H 5.53 8.55 -0.98  C1 1.083
18 H 4.37 5.91 -3.29  C3 1.083
19 H 4.63 5.57 -1.60  C3 1.088
20 H 2.12 6.43 -1.45  C4 1.078
21 H 2.08 5.87 -3.12  C4 1.081
22 H 3.09 3.69 -2.33  C5 1.082
23 H 2.88 4.23 -0.68  C5 1.078
24 H 0.77 3.52 -2.57  N6 1.012
25 H -2.64 3.89 -2.16  C10 1.077
26 H -4.12 4.91 -0.67  C12 1.075
27 H -4.09 6.99 -1.73  C13 1.081
28 H -2.35 7.17 -1.54  C13 1.074
29 H -3.03 6.04 -2.73  C13 1.081
30 C -6.12 1.30 3.45  C31 1.542, O37 1.421, H44 1.088, H45 1.089
31 C -7.55 0.80 3.12  C30 1.542, C32 1.531, F35 1.349, F36 1.362
32 C -8.02 -0.49 3.78  C31 1.531, F33 1.347, F34 1.354, H46 1.094
33 F -7.27 -1.55 3.39  C32 1.347
34 F -9.30 -0.73 3.40  C32 1.354
35 F -7.70 0.73 1.78  C31 1.349
36 F -8.39 1.77 3.57  C31 1.362
37 O -5.10 1.05 2.49  C30 1.421, C38 1.377
38 C -4.34 -0.10 2.51  O37 1.377, C39 1.529, F42 1.346, F43 1.353
39 C -4.51 -0.89 1.22  C38 1.529, F40 1.345, F41 1.357, H47 1.092
40 F -5.79 -1.25 1.05  C39 1.345
41 F -3.78 -2.03 1.28  C39 1.357
42 F -4.59 -0.86 3.59  C38 1.346
43 F -3.05 0.30 2.60  C38 1.353
44 H -6.20 2.39 3.45  C30 1.088
45 H -5.82 1.02 4.45  C30 1.089
46 H -7.99 -0.41 4.87  C32 1.094
47 H -4.19 -0.29 0.35  C39 1.092
48 C 4.84 -4.43 -1.68  C49 1.542, O55 1.423, H62 1.088, H63 1.089
49 C 5.65 -5.07 -0.54  C48 1.542, C50 1.531, F53 1.350, F54 1.362
50 C 5.57 -4.43 0.85  C49 1.531, F51 1.347, F52 1.355, H64 1.094
51 F 6.06 -3.17 0.85  C50 1.347
52 F 6.31 -5.16 1.72  C50 1.355
53 F 6.94 -5.19 -0.91  C49 1.350
54 F 5.16 -6.33 -0.39  C49 1.362
55 O 5.54 -3.59 -2.59  C48 1.423, C56 1.374
56 C 5.70 -2.24 -2.38  O55 1.374, C57 1.529, F60 1.344, F61 1.354
57 C 7.18 -1.88 -2.31  C56 1.529, F58 1.346, F59 1.354, H65 1.092
58 F 7.78 -2.50 -1.28  C57 1.346
59 F 7.30 -0.54 -2.12  C57 1.354
60 F 5.02 -1.80 -1.31  C56 1.344
61 F 5.19 -1.61 -3.46  C56 1.354
62 H 4.52 -5.27 -2.30  C48 1.088
63 H 3.92 -3.97 -1.32  C48 1.089
64 H 4.53 -4.41 1.21  C50 1.094
65 H 7.69 -2.16 -3.24  C57 1.092
66 C -1.87 -4.74 1.48  C67 1.547, O73 1.431, H80 1.087, H81 1.088
67 C -2.40 -6.19 1.38  C66 1.547, C68 1.534, F71 1.349, F72 1.362
68 C -1.56 -7.34 1.94  C67 1.534, F69 1.346, F70 1.354, H82 1.094
69 F -0.39 -7.48 1.29  C68 1.346
70 F -2.24 -8.49 1.80  C68 1.354
71 F -2.75 -6.45 0.10  C67 1.349
72 F -3.55 -6.21 2.11  C67 1.362
73 O -1.28 -4.16 0.31  C66 1.431, C74 1.379
74 C 0.06 -4.29 0.02  O73 1.379, C75 1.532, F78 1.345, F79 1.352
75 C 0.25 -4.98 -1.33  C74 1.532, F76 1.343, F77 1.358, H83 1.092
76 F -0.28 -6.21 -1.33  C75 1.343
77 F 1.58 -5.12 -1.60  C75 1.358
78 F 0.75 -4.91 1.00  C74 1.345
79 F 0.58 -3.05 -0.09  C74 1.352
80 H -2.76 -4.14 1.64  C66 1.087
81 H -1.25 -4.59 2.36  C66 1.088
82 H -1.36 -7.18 3.01  C68 1.094
83 H -0.22 -4.40 -2.12  C75 1.092

* DFT total energy: -4390.9639 hartree
* strongest force on any atom: 3.36 eV/A
* structure (SMILES): COCCCNC(=O)O[C@@H](I)[C@H](C)I.FC(F)C(F)(F)COC(F)(F)C(F)F.FC(F)C(F)(F)COC(F)(F)C(F)F.FC(F)C(F)(F)COC(F)(F)C(F)F

Atomic partial charges in e from the Löwdin method, atoms 1 to 6: -0.097 -0.174 -0.246 -0.153 -0.185 0.088

An isolated molecule of C23H27N3O3, computed with wB97M-V/def2-TZVPD.

Each atom is followed by the atoms it is bonded to, with distances in Å.
Positions of all 56 atoms, in Å:
1 C -2.32 -2.26 2.82  C2 1.520, H54 1.086, H55 1.087, H56 1.086
2 C -3.43 -1.81 1.88  C1 1.520, O3 1.410, H52 1.101, H53 1.102
3 O -3.27 -2.51 0.66  C2 1.410, C4 1.403
4 C -3.91 -1.92 -0.44  O3 1.403, C5 1.529, H50 1.103, H51 1.102
5 C -3.37 -2.57 -1.71  C4 1.529, H6 1.090, H7 1.092, C8 1.530
6 H -3.64 -3.62 -1.72  C5 1.090
7 H -3.82 -2.09 -2.58  C5 1.092
8 C -1.84 -2.47 -1.78  C5 1.530, N9 1.445, H48 1.095, H49 1.091
9 N -1.40 -1.09 -1.75  C8 1.445, C10 1.343, H47 1.009
10 C -0.65 -0.58 -0.76  N9 1.343, O11 1.213, C12 1.540
11 O -0.12 -1.23 0.12  C10 1.213
12 C -0.51 0.95 -0.80  C10 1.540, N13 1.438, C35 1.513, H46 1.097
13 N 0.56 1.32 0.08  C12 1.438, C14 1.349, H34 1.014
14 C 1.39 2.36 -0.16  N13 1.349, O15 1.213, C16 1.526
15 O 1.19 3.17 -1.04  C14 1.213
16 C 2.56 2.43 0.81  C14 1.526, C17 1.492, H32 1.092, H33 1.092
17 C 3.14 1.08 1.06  C16 1.492, C18 1.365, C25 1.430
18 C 3.21 0.40 2.25  C17 1.365, N19 1.370, H31 1.074
19 N 3.78 -0.83 2.05  C18 1.370, C20 1.365, H30 1.005
20 C 4.08 -0.97 0.72  N19 1.365, C21 1.389, C25 1.415
21 C 4.65 -2.03 0.03  C20 1.389, C22 1.378, H29 1.080
22 C 4.83 -1.89 -1.33  C21 1.378, C23 1.398, H28 1.080
23 C 4.44 -0.72 -1.99  C22 1.398, C24 1.376, H27 1.080
24 C 3.87 0.33 -1.31  C23 1.376, C25 1.394, H26 1.080
25 C 3.69 0.22 0.07  C17 1.430, C20 1.415, C24 1.394
26 H 3.57 1.23 -1.83  C24 1.080
27 H 4.59 -0.65 -3.06  C23 1.080
28 H 5.27 -2.69 -1.90  C22 1.080
29 H 4.95 -2.94 0.54  C21 1.080
30 H 3.93 -1.52 2.76  N19 1.005
31 H 2.90 0.71 3.23  C18 1.074
32 H 3.31 3.10 0.38  C16 1.092
33 H 2.21 2.87 1.75  C16 1.092
34 H 0.85 0.58 0.72  N13 1.014
35 C -1.84 1.52 -0.37  C12 1.513, C36 1.389, C40 1.389
36 C -2.16 1.60 0.98  C35 1.389, C37 1.384, H45 1.079
37 C -3.40 2.06 1.38  C36 1.384, C38 1.385, H44 1.080
38 C -4.34 2.45 0.44  C37 1.385, C39 1.384, H43 1.080
39 C -4.02 2.38 -0.91  C38 1.384, C40 1.384, H42 1.080
40 C -2.78 1.92 -1.31  C35 1.389, C39 1.384, H41 1.081
41 H -2.54 1.89 -2.36  C40 1.081
42 H -4.75 2.69 -1.65  C39 1.080
43 H -5.30 2.81 0.75  C38 1.080
44 H -3.64 2.12 2.43  C37 1.080
45 H -1.43 1.29 1.71  C36 1.079
46 H -0.27 1.29 -1.82  C12 1.097
47 H -1.82 -0.46 -2.41  N9 1.009
48 H -1.48 -2.95 -2.69  C8 1.095
49 H -1.41 -2.95 -0.90  C8 1.091
50 H -3.72 -0.83 -0.46  C4 1.103
51 H -5.00 -2.06 -0.38  C4 1.102
52 H -3.35 -0.73 1.70  C2 1.101
53 H -4.42 -2.02 2.31  C2 1.102
54 H -2.40 -3.33 3.01  C1 1.086
55 H -1.36 -2.06 2.36  C1 1.087
56 H -2.39 -1.72 3.76  C1 1.086

* DFT total energy: -1282.6859 hartree
* energy relative to the best compared isomer or geometry (same formula, charge and spin): 1.237 eV
* strongest force on any atom: 0.64 eV/A
* structure (SMILES): CCOCCCNC(=O)[C@H](NC(=O)Cc1c[nH]c2ccccc12)c1ccccc1

Atomic partial charges in e from the Löwdin method, atoms 1 to 6: -0.061 -0.269 -0.151 -0.229 -0.142 0.115

An isolated molecule of C23H27N3O4, computed with wB97M-V/def2-TZVPD.

Each atom is followed by the atoms it is bonded to, with distances in Å.
Positions of all 57 atoms, in Å:
1 C 5.40 3.29 0.27  H2 1.094, O3 1.407, H56 1.089, H57 1.095
2 H 6.27 2.84 0.75  C1 1.094
3 O 4.25 2.50 0.42  C1 1.407, C4 1.369
4 C 4.27 1.22 -0.06  O3 1.369, C5 1.389, C9 1.408
5 C 5.33 0.68 -0.78  C4 1.389, C6 1.385, H55 1.078
6 C 5.29 -0.60 -1.28  C5 1.385, C7 1.378, H54 1.079
7 C 4.17 -1.39 -1.07  C6 1.378, C8 1.390, H53 1.079
8 C 3.11 -0.89 -0.33  C7 1.390, C9 1.400, C15 1.463
9 C 3.14 0.41 0.18  C4 1.408, C8 1.400, O10 1.363
10 O 1.99 0.82 0.80  C9 1.363, C11 1.412
11 C 2.06 1.76 1.85  O10 1.412, H12 1.090, H13 1.092, H14 1.092
12 H 1.11 1.66 2.38  C11 1.090
13 H 2.16 2.78 1.48  C11 1.092
14 H 2.87 1.54 2.54  C11 1.092
15 C 1.94 -1.73 -0.06  C8 1.463, N16 1.269, C19 1.516
16 N 1.52 -1.99 1.11  C15 1.269, O17 1.363
17 O 0.40 -2.77 1.08  N16 1.363, C18 1.443
18 C 0.07 -3.10 -0.28  O17 1.443, C19 1.536, H22 1.097, C23 1.533
19 C 1.09 -2.35 -1.15  C15 1.516, C18 1.536, H20 1.089, H21 1.092
20 H 1.67 -3.02 -1.79  C19 1.089
21 H 0.64 -1.58 -1.77  C19 1.092
22 H 0.17 -4.19 -0.39  C18 1.097
23 C -1.40 -2.81 -0.62  C18 1.533, O24 1.220, N25 1.345
24 O -2.06 -3.69 -1.15  C23 1.220
25 N -1.90 -1.58 -0.39  C23 1.345, C26 1.446, C31 1.452
26 C -1.28 -0.47 0.30  N25 1.446, H27 1.084, C28 1.539, H52 1.096
27 H -0.21 -0.56 0.38  C26 1.084
28 C -1.90 -0.36 1.71  C26 1.539, N29 1.445, H50 1.090, H51 1.096
29 N -3.34 -0.25 1.70  C28 1.445, C30 1.446, C36 1.451
30 C -3.95 -1.26 0.87  N29 1.446, C31 1.539, H34 1.091, H35 1.097
31 C -3.33 -1.38 -0.53  N25 1.452, C30 1.539, H32 1.090, H33 1.094
32 H -3.74 -2.24 -1.06  C31 1.090
33 H -3.50 -0.47 -1.11  C31 1.094
34 H -5.02 -1.07 0.79  C30 1.091
35 H -3.80 -2.22 1.38  C30 1.097
36 C -3.91 1.09 1.65  N29 1.451, C37 1.512, H48 1.095, H49 1.095
37 C -3.74 1.85 0.35  C36 1.512, C38 1.390, C42 1.390
38 C -4.70 1.76 -0.65  C37 1.390, C39 1.384, H47 1.081
39 C -4.54 2.43 -1.85  C38 1.384, C40 1.385, H46 1.080
40 C -3.41 3.21 -2.06  C39 1.385, C41 1.385, H45 1.080
41 C -2.46 3.32 -1.06  C40 1.385, C42 1.384, H44 1.080
42 C -2.63 2.65 0.13  C37 1.390, C41 1.384, H43 1.081
43 H -1.88 2.75 0.91  C42 1.081
44 H -1.58 3.94 -1.22  C41 1.080
45 H -3.28 3.73 -3.00  C40 1.080
46 H -5.29 2.35 -2.62  C39 1.080
47 H -5.59 1.16 -0.49  C38 1.081
48 H -3.45 1.66 2.46  C36 1.095
49 H -4.98 0.98 1.87  C36 1.095
50 H -1.47 0.50 2.23  C28 1.090
51 H -1.64 -1.27 2.26  C28 1.096
52 H -1.50 0.44 -0.28  C26 1.096
53 H 4.13 -2.40 -1.45  C7 1.079
54 H 6.12 -0.98 -1.85  C6 1.079
55 H 6.21 1.28 -0.96  C5 1.078
56 H 5.16 4.24 0.76  C1 1.089
57 H 5.62 3.49 -0.78  C1 1.095

* DFT total energy: -1357.7822 hartree
* energy relative to the best compared isomer or geometry (same formula, charge and spin): 4.321 eV
* strongest force on any atom: 0.97 eV/A
* structure (SMILES): COc1cccc(C2=NO[C@@H](C(=O)N3CCN(Cc4ccccc4)CC3)C2)c1OC

Atomic partial charges in e from the Löwdin method, atoms 1 to 6: -0.078 0.099 -0.105 -0.185 -0.019 -0.079

no.,HOMO (eV),HOMO-LUMO gap (eV)
1,-9.2,9.29
2,-7.9,8.66
3,-7.9,8.48